1.
{"formula": "C9H15Br3N4O4", "method": "wB97M-V/def2-TZVPD", "smiles": "Oc1ccc(O)cc1.BrC(Br)Br.NC(N)=O.NC(N)=O", "multiplicity": 1, "gap_ev": 7.39, "homo_ev": -8.68, "total_charge": 0, "e_lumo_ev": -1.3, "total_energy_ha": -8593.92447, "largest_force_ev_per_a": 10.01, "symbols": ["C", "Br", "Br", "Br", "H", "C", "C", "C", "C", "C", "C", "O", "O", "H", "H", "H", "H", "H", "H", "C", "O", "N", "N", "H", "H", "H", "H", "C", "O", "N", "N", "H", "H", "H", "H"], "xyz": [[1.883301, 0.193756, 2.271871], [2.065771, 0.599696, 4.181091], [1.395911, 1.831756, 1.150171], [0.468791, -1.230624, 1.951721], [2.873441, -0.065834, 1.897251], [-2.260719, -1.481064, -0.283989], [-2.836789, -2.672604, -0.546389], [-3.093679, -3.023974, -1.923249], [-2.642939, -2.288164, -2.951839], [-2.108419, -1.029814, -2.612549], [-1.896479, -0.635634, -1.320799], [-1.499519, 0.600466, -1.016089], [-3.560699, -4.287714, -2.089689], [-2.212029, -1.143194, 0.740651], [-3.016229, -3.265564, 0.338261], [-2.689779, -2.723404, -3.939139], [-1.746149, -0.370204, -3.387189], [-1.948619, 0.900086, -0.222289], [-2.926589, -4.699044, -2.681559], [2.078971, 6.078526, 2.475811], [2.330451, 6.900606, 1.577051], [1.473611, 6.264206, 3.569631], [2.351961, 4.872596, 2.347031], [1.636531, 5.640946, 4.347521], [1.014501, 7.135126, 3.795031], [2.513231, 4.691326, 1.366601], [1.764661, 4.171446, 2.775481], [1.665001, -2.774234, -1.738159], [2.491881, -3.088244, -2.628379], [0.865891, -3.577874, -1.242689], [1.453851, -1.521334, -1.479489], [1.091061, -4.556014, -1.355159], [0.507861, -3.227514, -0.365679], [1.914341, -0.820674, -2.042629], [0.597621, -1.397814, -0.958229]], "forces_ev_per_angstrom": [[-1.02, 0.69, -0.33], [-0.22, -0.16, -1.10], [0.25, -1.42, 0.99], [1.43, 1.19, 0.42], [-0.49, -0.43, 0.03], [-0.19, 0.51, 0.34], [-0.47, -0.22, -1.33], [0.71, -1.27, 3.49], [0.41, 1.39, 0.31], [0.90, -0.02, -1.36], [-1.44, -0.86, 0.20], [0.98, 1.79, -0.27], [-0.33, -0.88, -0.44], [0.35, 0.08, 0.15], [-0.59, -0.67, -0.52], [-0.05, 0.47, -0.26], [-0.13, 0.13, -0.17], [0.12, 0.00, 0.11], [-0.26, -0.48, -0.23], [0.55, 6.02, -4.28], [-0.39, 0.15, 0.86], [-3.56, 2.89, 6.46], [2.44, -8.68, -2.74], [-0.20, 0.17, -0.23], [0.46, -0.03, -0.13], [0.56, -0.54, 0.11], [0.20, 0.12, 0.01], [6.34, 2.02, -7.47], [-0.07, -0.24, 0.97], [-4.67, -5.28, 4.23], [-0.66, 3.24, 1.74], [-0.18, 0.14, 0.26], [-0.59, -0.98, 0.20], [-0.38, -0.14, 0.29], [0.20, 1.32, -0.32]], "nbo_charge": [-0.416, 0.107, 0.037, 0.052, 0.227, -0.285, -0.232, 0.269, -0.249, -0.244, 0.255, -0.676, -0.682, 0.208, 0.226, 0.226, 0.226, 0.484, 0.477, 0.726, -0.689, -0.811, -0.799, 0.386, 0.404, 0.400, 0.381, 0.730, -0.717, -0.790, -0.824, 0.413, 0.377, 0.423, 0.382]}

=====

2.
{"formula": "C36H62ClF4N9O11S", "method": "wB97M-V/def2-TZVPD", "smiles": "CC[C@@H](F)c1cc2c(c(S(=O)(=O)C(F)(F)F)c1Cl)C(=O)N(N=C(C)C)C2=O.CNC(C)=O.CNC(C)=O.CNC(C)=O.CNC(C)=O.CNC(C)=O.CNC(C)=O.CNC(C)=O", "multiplicity": 1, "gap_ev": 7.30, "homo_ev": -8.10, "total_charge": 0, "e_lumo_ev": -0.8, "total_energy_ha": -3987.16943, "largest_force_ev_per_a": 3.30, "symbols": ["C", "C", "C", "F", "C", "C", "C", "C", "C", "S", "O", "O", "C", "F", "F", "F", "C", "Cl", "C", "O", "N", "N", "C", "C", "C", "C", "O", "H", "H", "H", "H", "H", "H", "H", "H", "H", "H", "H", "H", "H", "C", "C", "O", "N", "C", "H", "H", "H", "H", "H", "H", "H", "C", "C", "O", "N", "C", "H", "H", "H", "H", "H", "H", "H", "C", "C", "O", "N", "C", "H", "H", "H", "H", "H", "H", "H", "C", "C", "O", "N", "C", "H", "H", "H", "H", "H", "H", "H", "C", "C", "O", "N", "C", "H", "H", "H", "H", "H", "H", "H", "C", "C", "O", "N", "C", "H", "H", "H", "H", "H", "H", "H", "C", "C", "O", "N", "C", "H", "H", "H", "H", "H", "H", "H"], "xyz": [[11.567023, 0.807479, 6.273025], [10.096183, 0.986167, 5.773348], [9.093059, 0.889668, 6.925744], [9.556980, 1.520832, 8.070205], [7.700660, 1.365447, 6.536201], [6.733801, 0.384755, 6.441817], [5.476329, 0.787551, 6.064572], [5.146365, 2.115938, 5.819523], [6.102585, 3.108065, 5.960250], [5.687274, 4.827503, 5.703214], [4.337420, 5.141122, 6.044249], [6.565673, 5.687048, 6.439844], [5.995967, 5.273861, 3.901859], [5.934187, 4.226216, 3.093764], [7.211398, 5.816855, 3.837207], [5.144959, 6.223689, 3.560748], [7.385167, 2.696820, 6.303419], [8.700092, 3.829245, 6.454344], [3.656055, 2.144529, 5.414719], [2.827900, 3.005456, 5.453116], [3.388942, 0.784904, 4.999964], [3.828189, 0.502706, 3.660131], [3.487696, -0.686276, 3.272710], [2.027743, -1.135490, 3.238553], [4.522583, -1.723064, 2.861036], [4.189516, -0.016655, 5.859112], [3.949346, -1.075313, 6.374876], [11.571794, 0.183920, 7.169263], [12.010356, 1.791136, 6.432079], [12.120462, 0.313324, 5.469348], [9.898370, 0.179300, 5.058382], [10.052243, 1.936319, 5.238332], [9.023647, -0.175208, 7.184126], [6.937643, -0.662685, 6.641187], [1.958195, -2.100780, 2.723250], [1.708952, -1.305528, 4.276409], [1.397280, -0.401362, 2.699037], [5.267548, -1.743541, 3.662756], [4.969782, -1.513173, 1.882926], [4.060068, -2.712679, 2.845115], [-2.076373, -0.656845, 1.413175], [-0.997714, 0.386503, 1.280126], [0.173329, 0.159382, 1.581742], [-1.359359, 1.599440, 0.810921], [-2.685860, 2.030947, 0.406029], [-1.641042, -1.574282, 1.797536], [-2.844090, -0.317067, 2.110259], [-2.521084, -0.867278, 0.440913], [-0.595818, 2.254454, 0.746094], [-2.650330, 2.337534, -0.639743], [-2.986586, 2.884708, 1.015026], [-3.416324, 1.237871, 0.517677], [-0.078931, -3.796768, 0.046512], [-1.493702, -4.031607, -0.426076], [-2.252290, -3.108664, -0.679746], [-1.906669, -5.319251, -0.563103], [-1.153834, -6.533992, -0.310934], [0.103133, -2.726781, 0.107220], [0.066968, -4.231126, 1.036866], [0.632562, -4.231834, -0.656786], [-2.859237, -5.403638, -0.881157], [-1.104760, -7.121165, -1.229499], [-1.666645, -7.120198, 0.453494], [-0.146051, -6.316625, 0.025462], [-5.428193, 0.184880, -3.577665], [-5.595966, -0.080777, -2.104864], [-5.786512, 0.813252, -1.287818], [-5.525460, -1.373906, -1.701422], [-5.306335, -2.552699, -2.520172], [-5.505994, 1.255414, -3.756823], [-4.448074, -0.155926, -3.912537], [-6.203480, -0.318794, -4.142292], [-5.642112, -1.493594, -0.707893], [-6.155945, -3.229159, -2.405817], [-4.401442, -3.058151, -2.175690], [-5.196506, -2.295884, -3.569593], [-6.504181, -1.335445, -8.406392], [-5.830719, -0.734968, -7.196870], [-6.025644, -1.155896, -6.063286], [-4.983220, 0.308780, -7.396259], [-4.622011, 0.948090, -8.649796], [-7.153327, -2.158088, -8.095895], [-7.116897, -0.583793, -8.907359], [-5.753407, -1.724065, -9.097915], [-4.570078, 0.658734, -6.546112], [-3.545324, 0.869745, -8.784614], [-4.896939, 2.004873, -8.598870], [-5.126128, 0.489052, -9.493778], [-11.078037, -3.905098, -8.575905], [-10.094456, -2.772574, -8.741941], [-8.916427, -2.885637, -8.440104], [-10.564978, -1.601069, -9.245719], [-11.919397, -1.281165, -9.657008], [-10.559252, -4.766566, -8.166657], [-11.874177, -3.618283, -7.887602], [-11.505069, -4.181322, -9.541021], [-9.858363, -0.887860, -9.330160], [-11.915278, -0.996677, -10.710631], [-12.282206, -0.437869, -9.067000], [-12.588034, -2.123778, -9.519757], [5.344843, -0.769136, 9.183615], [6.354502, -1.513463, 10.021083], [7.040577, -2.412601, 9.558223], [6.484073, -1.150119, 11.324112], [5.763305, -0.114931, 12.041776], [5.355950, -1.168576, 8.178654], [4.341297, -0.894508, 9.592419], [5.603362, 0.291140, 9.144581], [7.175383, -1.687019, 11.823543], [6.476766, 0.614725, 12.428431], [5.232105, -0.565962, 12.881759], [5.049442, 0.391935, 11.401671], [-0.730681, 3.973161, -9.665925], [-1.634626, 3.272456, -8.681475], [-1.634481, 2.058303, -8.550793], [-2.464159, 4.045180, -7.930338], [-2.603886, 5.490021, -7.945825], [-0.132936, 3.231476, -10.186930], [-1.322050, 4.522512, -10.399796], [-0.060104, 4.657369, -9.144437], [-3.038898, 3.516126, -7.293926], [-2.378614, 5.881379, -6.952540], [-3.633872, 5.746861, -8.199002], [-1.936454, 5.948067, -8.667408]], "forces_ev_per_angstrom": [[-0.90, -0.03, -0.67], [1.06, 0.00, 0.22], [0.15, -0.38, -0.72], [-0.11, 0.22, -0.07], [0.77, -0.79, 0.69], [-0.42, 0.10, -0.12], [-1.57, 0.09, -0.22], [-0.72, 0.02, 0.07], [-0.22, 0.20, -0.43], [-0.51, 2.42, 2.20], [-0.67, -1.29, -1.10], [1.17, -0.57, -0.48], [0.64, 0.34, 0.34], [-0.24, 0.02, -0.07], [0.13, -0.42, -0.14], [-0.43, -0.40, -0.12], [0.99, 0.79, 0.07], [-0.28, -0.15, -0.11], [0.05, 0.31, -0.53], [0.87, -0.73, -0.23], [-2.92, 0.23, 0.32], [2.96, -1.03, 0.43], [-1.92, -0.39, -0.23], [0.84, -0.42, 0.97], [-0.21, 0.68, -0.52], [1.93, -0.12, 0.54], [-0.30, 0.45, -0.97], [0.32, 0.19, -0.04], [0.06, -0.24, 0.38], [0.13, 0.04, 0.27], [-0.33, 0.16, 0.16], [-0.30, -0.17, 0.04], [-0.12, 0.19, 0.10], [0.12, 0.14, 0.04], [0.01, 0.19, 0.07], [-0.36, 0.18, -0.27], [0.61, -0.47, 0.79], [0.15, 0.17, -0.38], [0.19, -0.08, 0.23], [-0.07, 0.23, -0.20], [0.04, 0.03, 0.06], [0.13, 0.05, 0.05], [-0.61, 0.22, -0.56], [-0.06, -0.27, 0.11], [0.37, 0.29, -0.05], [0.08, 0.04, -0.02], [-0.07, 0.00, -0.09], [-0.10, -0.05, 0.07], [-0.02, 0.02, 0.00], [-0.24, -0.01, -0.01], [-0.16, -0.03, -0.05], [0.01, 0.01, -0.05], [-0.02, 0.08, -0.01], [-0.09, 0.06, -0.05], [-0.04, 0.00, -0.04], [0.25, 0.16, 0.09], [-0.49, 0.02, -0.16], [-0.10, 0.01, -0.02], [0.11, -0.07, -0.05], [0.05, -0.07, 0.11], [0.01, -0.04, 0.00], [0.14, -0.10, 0.08], [0.16, -0.10, 0.02], [-0.02, 0.07, -0.01], [-0.03, 0.30, 0.40], [0.08, 0.16, 0.20], [0.05, 0.03, 0.01], [-0.01, 0.15, -0.23], [0.03, -0.08, 0.43], [-0.01, 0.02, 0.16], [-0.11, -0.15, -0.13], [0.15, -0.09, -0.12], [0.04, -0.04, 0.00], [0.03, -0.07, -0.17], [0.01, -0.04, -0.12], [-0.07, 0.06, 0.02], [0.14, -0.27, 0.34], [0.01, 0.01, 0.06], [-0.02, -0.21, -0.38], [-0.29, -0.17, -0.12], [0.20, 0.00, 0.43], [0.42, 0.49, -0.03], [0.07, -0.04, -0.13], [-0.04, 0.14, -0.11], [0.07, -0.01, -0.04], [-0.03, 0.13, -0.19], [0.02, 0.02, -0.22], [-0.09, -0.04, 0.09], [0.02, -0.03, 0.01], [0.19, 0.00, 0.06], [-0.62, -0.31, -0.12], [-0.12, -0.29, 0.05], [0.41, 0.33, -0.02], [0.09, 0.07, 0.00], [-0.09, -0.04, -0.10], [-0.12, 0.02, 0.06], [-0.03, 0.02, 0.00], [-0.20, -0.03, 0.00], [-0.18, -0.04, -0.06], [0.06, -0.03, 0.02], [0.10, 0.00, 0.17], [0.13, -0.15, 0.02], [0.01, 0.08, -0.09], [-0.16, 0.07, -0.23], [0.37, -0.31, 0.20], [-0.02, -0.15, 0.08], [-0.01, 0.14, -0.01], [-0.17, 0.05, 0.07], [0.00, 0.02, 0.02], [-0.15, 0.13, 0.03], [-0.11, 0.16, 0.01], [0.02, -0.04, -0.05], [0.01, -0.03, -0.02], [-0.03, -0.16, 0.09], [0.11, 0.07, -0.02], [0.20, 0.04, -0.25], [-0.27, -0.32, 0.31], [-0.06, -0.07, 0.07], [0.08, 0.11, 0.04], [-0.05, 0.10, -0.09], [0.01, 0.04, 0.04], [0.02, 0.18, -0.08], [0.06, 0.18, -0.04], [0.02, -0.07, -0.01]], "mulliken_charge": [-1.174, -0.246, -1.022, -0.390, 0.787, -0.627, 0.262, 0.278, 0.384, 1.292, -0.618, -0.619, 0.820, -0.222, -0.221, -0.215, 0.643, -0.114, -0.431, -0.502, 0.441, -0.616, 0.806, -1.003, -1.077, -0.557, -0.541, 0.311, 0.280, 0.362, 0.344, 0.300, 0.496, 0.552, 0.297, 0.326, 0.392, 0.217, 0.307, 0.394, -1.279, 0.739, -0.740, -0.148, -0.870, 0.204, 0.481, 0.370, 0.251, 0.270, 0.279, 0.344, -1.442, 0.767, -0.569, -0.150, -0.884, 0.216, 0.404, 0.488, 0.230, 0.289, 0.289, 0.341, -1.069, 0.545, -0.713, -0.117, -0.470, 0.409, 0.335, 0.354, 0.224, 0.281, 0.053, 0.209, -1.386, 0.855, -0.617, -0.052, -0.841, 0.463, 0.270, 0.349, 0.139, 0.232, 0.223, 0.395, -1.366, 0.778, -0.609, -0.123, -0.880, 0.294, 0.372, 0.362, 0.186, 0.287, 0.287, 0.343, -1.071, 0.612, -0.690, -0.155, -0.800, 0.089, 0.546, 0.365, 0.240, 0.272, 0.285, 0.315, -1.380, 0.894, -0.652, -0.117, -0.887, 0.308, 0.368, 0.366, 0.195, 0.300, 0.287, 0.331]}

=====

3.
{"formula": "CH3IO2", "method": "wB97M-V/def2-TZVPD", "smiles": "O=CO.I", "multiplicity": 1, "gap_ev": 10.63, "homo_ev": -9.96, "e_above_lowest_ev": 0.061, "total_charge": 0, "e_lumo_ev": 0.7, "total_energy_ha": -488.07459, "largest_force_ev_per_a": 1.09, "symbols": ["C", "O", "O", "I", "H", "H", "H"], "xyz": [[-0.143698, 0.324005, 0.410606], [-0.410449, 1.261566, 1.296476], [-0.748919, -0.697401, 0.275733], [1.409938, -3.442899, -2.866011], [0.730310, 0.616279, -0.192265], [0.543992, -2.496441, -1.952596], [-1.177850, 1.012742, 1.839671]], "forces_ev_per_angstrom": [[0.38, -0.38, -0.55], [-0.18, 0.81, 0.71], [-0.15, -0.29, -0.07], [0.37, -0.38, -0.38], [-0.11, -0.03, 0.07], [-0.40, 0.41, 0.43], [0.10, -0.14, -0.20]], "nbo_charge": [0.649, -0.671, -0.588, -0.109, 0.114, 0.108, 0.497]}